No. 1
ORCA calculation (ωB97M-V/def2-TZVPD) on a single C14H13N3O4S2 molecule.

ORCA input file:
```
! RIJCOSX wB97M-V def2-TZVPD def2/J DEFGRID3
* xyz 0 1
C 2.907 0.763 -0.394
S 1.615 0.256 -1.554
C 2.432 -1.284 -2.124
C 0.272 -0.337 -0.365
C -1.016 -0.555 -1.167
C -1.746 -1.738 -1.033
C -3.099 -1.746 -1.380
C -3.662 -0.584 -1.925
C -5.078 -0.521 -2.138
N -6.235 -0.460 -2.278
C -2.853 0.509 -2.283
C -1.506 0.498 -1.944
H 2.786 1.836 -0.204
H 2.842 0.192 0.539
H 3.858 0.579 -0.901
H 2.134 -1.447 -3.163
H 3.519 -1.129 -2.096
H 2.157 -2.148 -1.514
H 0.689 -1.311 -0.061
H -1.271 -2.619 -0.598
H -3.705 -2.631 -1.180
H -3.280 1.372 -2.789
H -0.836 1.321 -2.228
O 2.554 2.731 4.279
N 2.051 2.952 3.156
O 2.248 4.002 2.496
C 1.201 1.976 2.576
C 0.971 0.716 3.119
C 0.376 -0.110 2.186
N -0.197 -1.349 2.581
O -0.901 -2.007 1.778
O 0.007 -1.758 3.753
C 0.003 0.507 0.845
S 0.626 2.265 0.959
H 1.199 0.442 4.143
H -1.063 0.817 0.909
*
```

## Properties
- LUMO level: -0.02909 Ha
- Energy above the lowest of the compared OMol25 structures with the same formula, charge and spin: 868.9 kJ/mol
- HOMO energy: -7.176 eV

***

No. 2
ORCA calculation (ωB97M-V/def2-TZVPD) on a molecular structure, C30H37Cl2N4O3ReS2Si2.

ORCA input file:
```
! RIJCOSX wB97M-V def2-TZVPD def2/J DEFGRID3
* xyz -1 2
Re -0.063 0.217 0.456
C -3.070 -3.204 -0.547
C -2.130 -2.261 0.153
N -1.560 -1.295 -0.489
N -1.967 -1.218 -1.820
C -1.586 -0.142 -2.404
S -0.623 1.077 -1.691
S -2.276 0.037 -4.021
C -1.181 1.240 -4.817
C 0.048 0.634 -5.434
C 0.010 0.134 -6.732
C 1.132 -0.448 -7.301
C 2.309 -0.540 -6.573
C 2.356 -0.044 -5.280
C 1.234 0.542 -4.712
C -1.934 -2.473 1.585
C -2.180 -3.719 2.172
C -2.145 -3.891 3.541
C -1.889 -2.795 4.365
C -1.627 -1.557 3.821
C -1.621 -1.380 2.424
O -1.396 -0.198 1.916
H -3.599 -2.695 -1.346
H -3.776 -3.630 0.160
H -2.502 -4.017 -1.006
H -0.925 2.017 -4.099
H -1.807 1.700 -5.584
H -0.911 0.199 -7.300
H 1.086 -0.831 -8.313
H 3.187 -0.996 -7.013
H 3.270 -0.115 -4.705
H 1.271 0.922 -3.700
H -2.398 -4.571 1.542
H -2.325 -4.869 3.969
H -1.873 -2.920 5.441
H -1.403 -0.696 4.437
C -2.067 2.624 3.585
Si -2.034 2.549 1.687
C -2.453 4.262 0.964
C -3.426 1.449 1.042
N -0.443 2.065 1.122
C 0.649 2.904 1.197
C 0.713 4.115 1.881
C 1.887 4.859 1.894
C 3.011 4.395 1.237
C 2.981 3.164 0.587
C 1.822 2.398 0.576
N 1.690 1.105 0.075
Si 3.014 0.387 -0.827
C 2.511 -1.225 -1.651
C 4.522 0.057 0.279
C 3.498 1.600 -2.213
H -2.957 2.131 3.981
H -2.051 3.646 3.965
H -1.196 2.099 3.977
H -3.106 4.818 1.641
H -2.996 4.124 0.026
H -1.586 4.880 0.749
H -4.278 2.076 0.770
H -3.746 0.720 1.785
H -3.119 0.903 0.150
H -0.144 4.473 2.432
H 1.920 5.795 2.439
H 3.928 4.971 1.249
H 3.884 2.800 0.119
H 2.703 -2.085 -1.014
H 3.106 -1.334 -2.562
H 1.460 -1.257 -1.935
H 4.195 -0.198 1.288
H 5.185 0.918 0.361
H 5.105 -0.784 -0.101
H 2.698 2.324 -2.373
H 3.663 1.074 -3.154
H 4.405 2.160 -1.989
Cl 1.294 -3.698 3.341
C 2.288 -2.540 2.441
Cl 3.369 -3.387 1.327
C 1.376 -1.565 1.705
O 1.173 -0.444 2.232
O 0.843 -1.868 0.619
H 2.900 -1.998 3.154
*
```

## Properties
- LUMO level (spin up / spin down): 0.09134 / 0.08838 Ha
- Energy above the lowest of the compared OMol25 structures with the same formula, charge and spin: 23.8 kJ/mol
- HOMO energy (spin up / spin down): -3.587 / -3.667 eV
- <S²>: 0.760

***

No. 3
ORCA calculation (ωB97M-V/def2-TZVPD) on a molecular structure, C19H20As2I2NOPt.

ORCA input file:
```
! RIJCOSX wB97M-V def2-TZVPD def2/J DEFGRID3
* xyz 1 1
Pt 0.501 0.060 -0.062
C -0.480 3.302 -1.372
As -0.878 1.417 -1.392
C -0.844 0.943 -3.253
C -2.699 1.279 -0.772
C -3.773 1.807 -1.478
C -5.057 1.699 -0.962
C -5.265 1.072 0.262
C -4.192 0.546 0.967
C -2.907 0.645 0.448
As -1.373 -0.108 1.364
C -1.381 0.755 3.092
C -1.951 -1.907 1.774
H -1.216 3.828 -1.979
H 0.517 3.459 -1.777
H -0.518 3.669 -0.348
H -1.519 1.579 -3.823
H -1.127 -0.102 -3.360
H 0.180 1.068 -3.603
H -3.619 2.303 -2.429
H -5.895 2.104 -1.514
H -6.266 0.991 0.665
H -4.371 0.061 1.919
H -2.377 0.663 3.523
H -1.125 1.806 2.979
H -0.655 0.277 3.747
H -2.893 -1.880 2.318
H -1.205 -2.412 2.386
H -2.078 -2.453 0.842
I 4.000 0.459 -3.881
C 4.079 -0.545 -2.069
C 5.228 -1.283 -1.722
C 5.317 -1.954 -0.532
I 7.060 -3.009 -0.099
C 4.230 -1.917 0.380
C 4.200 -2.556 1.637
C 3.097 -2.447 2.441
C 2.000 -1.702 1.997
N 1.985 -1.096 0.828
C 3.085 -1.183 0.011
C 2.997 -0.476 -1.221
O 1.901 0.206 -1.499
H 6.055 -1.309 -2.418
H 5.059 -3.129 1.960
H 3.057 -2.926 3.408
H 1.117 -1.602 2.613
*
```

## Properties
- LUMO level: -0.11644 Ha
- Energy above the lowest of the compared OMol25 structures with the same formula, charge and spin: 0.0 kJ/mol
- HOMO energy: -10.308 eV

***

No. 4
ORCA calculation (ωB97M-V/def2-TZVPD) on a molecular structure, C17H20ClN4O9SiYb.

ORCA input file:
```
! RIJCOSX wB97M-V def2-TZVPD def2/J DEFGRID3
* xyz 0 2
Yb -1.471 -0.016 -0.187
O -2.110 -0.431 4.102
C -1.508 -0.377 2.897
O -1.583 0.566 2.114
C -0.816 -1.654 2.583
C -0.561 -2.698 3.489
C 0.174 -3.818 3.044
C 0.490 -3.905 1.693
C 0.096 -2.844 0.797
N -0.443 -1.719 1.285
C 0.160 -2.852 -0.703
O 0.283 -4.110 -1.219
O 0.130 -1.844 -1.390
H -2.566 0.425 4.281
H -0.921 -2.605 4.519
H 0.385 -4.606 3.776
H 1.110 -4.716 1.304
H -0.331 -4.713 -0.762
C -1.892 1.427 -3.891
C -0.456 1.501 -3.502
C 0.612 1.910 -4.380
C 1.925 1.951 -3.873
C 2.161 1.655 -2.537
C 1.055 1.301 -1.674
N -0.181 1.158 -2.243
N 1.177 1.072 -0.378
Si 2.290 1.609 0.793
C 1.896 3.385 1.388
C 4.111 1.288 0.134
C 2.109 0.616 2.446
H -2.507 2.118 -3.268
H -2.295 0.412 -3.659
H -2.063 1.601 -4.937
H 0.404 2.148 -5.433
H 2.754 2.253 -4.520
H 3.199 1.603 -2.137
H 1.743 4.076 0.550
H 2.691 3.765 2.054
H 0.962 3.342 1.981
H 4.584 2.136 -0.386
H 4.133 0.439 -0.565
H 4.731 1.017 1.005
H 1.295 1.021 3.056
H 3.036 0.679 3.032
H 1.900 -0.439 2.247
O -5.103 2.920 0.061
C -3.980 2.526 -0.164
N -2.836 2.090 -0.396
O -5.027 -2.242 -0.734
Cl -3.632 -2.138 -0.503
O -3.322 -1.445 0.724
O -2.904 -1.355 -1.494
O -3.091 -3.485 -0.421
*
```

## Properties
- LUMO level (spin up / spin down): -0.08388 / -0.08384 Ha
- Energy above the lowest of the compared OMol25 structures with the same formula, charge and spin: 0.0 kJ/mol
- HOMO energy (spin up / spin down): -6.933 / -6.933 eV
- <S²>: 0.751

***

No. 5
ORCA calculation (ωB97M-V/def2-TZVPD) on 2 unconnected molecules or ions with the total composition C11H14N2.

ORCA input file:
```
! RIJCOSX wB97M-V def2-TZVPD def2/J DEFGRID3
* xyz 0 1
C -0.967 -1.633 2.059
C -0.829 1.791 0.647
C -1.906 2.455 1.213
C -0.696 0.444 0.915
C -1.478 -0.303 1.884
C -2.856 1.737 2.028
C -2.644 0.304 2.381
H 0.039 2.190 0.062
H -2.145 3.510 1.056
H 0.058 -0.190 0.530
H -3.550 2.391 2.529
H -1.715 -2.403 2.127
H -0.330 -1.865 2.815
H -3.257 -0.101 3.212
H -0.576 -2.176 1.121
C 2.491 -2.244 -1.622
C 2.332 1.216 -2.159
C 2.075 -0.953 -2.104
C 0.829 -0.498 -2.410
N 3.023 0.055 -2.011
N 0.963 0.969 -2.322
H 2.713 2.219 -2.050
H 0.451 1.613 -2.921
H -0.202 -0.914 -2.481
H 2.258 -2.414 -0.527
H 3.600 -2.120 -1.630
H 2.322 -3.082 -2.341
*
```

## Properties
- LUMO level: 0.03077 Ha
- Energy above the lowest of the compared OMol25 structures with the same formula, charge and spin: 219.1 kJ/mol
- HOMO energy: -8.781 eV
- SMILES string: Cc1c[nH]cn1.Cc1ccccc1

***

No. 6
ORCA calculation (ωB97M-V/def2-TZVPD) on 2 unconnected molecules or ions with the total composition CH5N3O2.

ORCA input file:
```
! RIJCOSX wB97M-V def2-TZVPD def2/J DEFGRID3
* xyz 0 1
C 1.004 -0.031 0.773
N -0.700 -0.124 -1.515
N 0.016 -1.009 -0.906
N -0.109 0.668 1.160
O -0.384 1.604 0.425
O -0.794 0.161 2.050
H 1.267 -0.893 1.341
H 1.871 0.312 0.306
H -1.502 0.445 -1.171
H -0.250 0.548 -2.199
H -0.418 -1.681 -0.265
*
```

## Properties
- LUMO level (spin up / spin down): -0.01318 / -0.01315 Ha
- Energy above the lowest of the compared OMol25 structures with the same formula, charge and spin: 526.7 kJ/mol
- HOMO energy (spin up / spin down): -8.800 / -8.800 eV

***

No. 7
ORCA calculation (ωB97M-V/def2-TZVPD) on a molecular structure, C10H17Cl4Mg2O6.

ORCA input file:
```
! RIJCOSX wB97M-V def2-TZVPD def2/J DEFGRID3
* xyz 1 1
Mg 1.024 0.341 -2.921
Mg -1.668 1.586 -0.992
C 1.893 0.381 0.979
C 1.288 0.170 -0.434
O 1.873 -0.361 -1.371
O 0.175 0.627 -0.665
H 2.872 -0.087 1.079
H 1.207 0.029 1.750
H 2.019 1.443 1.186
C -0.190 4.383 -3.838
C 0.074 2.985 -3.235
O -0.784 2.598 -2.374
O 0.997 2.175 -3.583
H 0.444 4.472 -4.720
H 0.163 5.203 -3.214
H -1.220 4.637 -4.088
C -3.981 2.591 1.941
C -3.108 2.188 0.814
O -2.201 1.340 0.849
O -3.210 2.694 -0.312
H -4.984 2.850 1.602
H -3.542 3.491 2.371
H -4.091 1.939 2.807
Cl -4.137 -2.321 0.388
C -2.674 -2.780 1.205
C -1.501 -2.195 0.472
Cl -0.030 -2.523 1.380
H -2.631 -3.867 1.131
H -2.724 -2.584 2.276
H -1.726 -1.129 0.499
H -1.427 -2.515 -0.567
Cl 3.794 -5.254 0.115
C 3.473 -3.624 0.624
C 4.529 -3.097 1.638
Cl 4.355 -3.883 3.267
H 2.469 -3.605 1.047
H 3.382 -3.008 -0.271
H 4.250 -2.077 1.903
H 5.545 -3.212 1.261
*
```

## Properties
- LUMO level: -0.20205 Ha
- Energy above the lowest of the compared OMol25 structures with the same formula, charge and spin: 192.5 kJ/mol
- HOMO energy: -12.526 eV

***

No. 8
ORCA calculation (ωB97M-V/def2-TZVPD) on 2 unconnected molecules or ions with the total composition C3H5OPS.

ORCA input file:
```
! RIJCOSX wB97M-V def2-TZVPD def2/J DEFGRID3
* xyz 0 1
C -1.013 -1.460 -0.131
C -0.545 -0.271 0.068
C -0.872 1.138 0.103
O 1.349 -0.374 0.358
P 2.338 0.438 -0.527
S 4.067 -0.036 0.234
H -0.394 -2.340 -0.105
H -2.066 -1.609 -0.323
H -0.678 1.556 1.091
H -0.262 1.682 -0.621
H -1.925 1.276 -0.146
*
```

## Properties
- LUMO level: -0.00142 Ha
- Energy above the lowest of the compared OMol25 structures with the same formula, charge and spin: 69.9 kJ/mol
- HOMO energy: -8.506 eV

***

No. 9
ORCA calculation (ωB97M-V/def2-TZVPD) on 9 unconnected molecules or ions with the total composition C33H65BCl3F4N8O8.

ORCA input file:
```
! RIJCOSX wB97M-V def2-TZVPD def2/J DEFGRID3
* xyz 1 1
C 13.697 -7.727 4.539
N 12.402 -7.126 4.635
C 11.731 -7.034 5.819
C 10.484 -6.434 5.845
C 9.992 -5.803 4.750
C 10.716 -5.874 3.528
C 11.977 -6.553 3.475
C 8.719 -4.999 4.917
C 7.797 -4.925 3.861
C 6.686 -4.123 3.956
N 6.504 -3.331 5.069
C 7.381 -3.346 6.094
C 8.522 -4.205 6.044
C 5.426 -2.284 5.148
H 13.927 -8.280 5.450
H 14.449 -6.951 4.397
H 13.665 -8.403 3.685
H 12.153 -7.425 6.733
H 9.975 -6.407 6.797
H 10.464 -5.394 2.594
H 12.633 -6.393 2.632
H 7.819 -5.585 3.006
H 6.008 -3.948 3.134
H 7.276 -2.666 6.926
H 9.225 -4.176 6.864
H 4.583 -2.637 5.741
H 5.111 -1.972 4.152
H 5.785 -1.372 5.625
B 10.671 -1.591 8.485
F 11.105 -0.455 7.779
F 9.312 -1.471 8.752
F 10.908 -2.694 7.724
F 11.352 -1.716 9.714
O 17.061 -0.238 7.632
C 15.955 0.295 7.481
N 15.636 1.029 6.467
C 14.842 -0.044 8.419
H 14.752 1.456 6.230
H 16.435 1.366 5.949
H 14.849 0.607 9.294
H 14.868 -1.045 8.849
H 13.864 0.198 8.002
O 6.657 1.265 6.341
C 7.685 0.794 6.837
N 8.354 -0.106 6.198
C 8.304 1.209 8.121
H 9.163 -0.489 6.667
H 8.172 -0.451 5.267
H 8.044 2.267 8.149
H 9.379 1.093 8.257
H 7.786 0.702 8.935
O 8.543 -5.753 10.446
C 9.329 -4.800 10.466
N 10.301 -4.767 9.673
C 9.108 -3.660 11.355
H 10.530 -5.655 9.249
H 10.712 -3.858 9.513
H 8.041 -3.567 11.554
H 9.555 -2.774 10.903
H 9.714 -3.855 12.241
O 5.464 -2.013 8.412
C 5.700 -1.298 9.310
N 6.797 -1.367 9.978
C 4.757 -0.137 9.731
H 7.471 -2.061 9.687
H 7.100 -0.525 10.446
H 5.306 0.768 9.472
H 4.595 -0.106 10.809
H 3.826 -0.148 9.165
C 14.018 -3.264 10.984
Cl 13.952 -1.776 11.859
Cl 12.849 -4.411 11.714
Cl 15.655 -3.921 10.821
H 13.618 -3.113 9.981
C 12.774 1.236 1.344
O 12.702 0.681 2.625
C 13.194 1.503 3.690
C 12.415 1.337 5.038
N 12.745 2.435 5.904
C 11.993 2.299 7.103
C 12.014 3.494 8.089
O 11.135 3.424 9.195
C 11.646 2.517 10.177
H 12.091 0.807 0.610
H 13.815 1.254 1.020
H 12.506 2.292 1.312
H 13.309 2.559 3.446
H 14.257 1.261 3.702
H 12.754 0.383 5.441
H 11.352 1.330 4.797
H 12.295 3.286 5.597
H 12.379 1.400 7.583
H 10.956 2.088 6.843
H 11.637 4.365 7.553
H 13.046 3.723 8.357
H 10.917 2.404 10.980
H 12.549 3.004 10.544
H 11.912 1.565 9.717
C 13.156 -4.463 6.810
O 14.269 -5.194 6.410
C 15.485 -4.835 7.109
C 16.554 -5.755 6.603
N 16.535 -7.121 7.097
C 17.574 -7.922 6.452
C 17.077 -9.342 6.769
O 15.755 -9.476 6.238
C 15.546 -10.708 5.502
H 12.742 -4.961 7.688
H 12.348 -4.458 6.078
H 13.409 -3.406 6.891
H 15.460 -4.938 8.194
H 15.765 -3.789 6.979
H 17.487 -5.249 6.850
H 16.537 -5.852 5.517
H 15.688 -7.588 6.805
H 18.607 -7.819 6.782
H 17.563 -7.878 5.363
H 17.046 -9.505 7.846
H 17.783 -10.083 6.394
H 16.264 -10.576 4.691
H 14.520 -10.813 5.150
H 15.893 -11.531 6.125
*
```

## Properties
- LUMO level: -0.19038 Ha
- HOMO energy: -10.730 eV

***

no.,calculated total energy (eV)
1,-49050.7169
2,-108421.5144
3,-164686.5554
4,-94268.9309
5,-14612.1493
6,-9677.0119
7,-83910.4683
8,-25361.8535
9,-112686.8459